DFT (ωB97M-V/def2-TZVPD) results for the molecule C3H9N3O2S2.

The geometry in XYZ format:
```
19
Properties=species:S:1:pos:R:3
C 1.787 1.514 -0.515
N 0.633 0.899 0.133
N 0.889 0.232 1.293
C 1.349 -1.170 1.059
S 0.277 -1.730 -0.367
C -0.253 0.007 -0.661
S -1.967 0.181 0.069
N -2.719 -1.102 -0.650
O -1.881 -0.001 1.475
O -2.656 1.313 -0.438
H 2.158 0.821 -1.324
H 1.402 2.348 -1.151
H 2.427 1.825 0.336
H 0.054 0.429 1.977
H 2.438 -1.282 0.686
H 1.276 -1.817 1.903
H -0.362 0.265 -1.667
H -1.969 -1.946 -0.577
H -2.883 -0.788 -1.580
```

Values from the calculation:
HOMO energy (eV): -9.330
Charge: 0
LUMO level (eV): 0.468
2S+1: 1
SMILES: CN1NCS[C@H]1S(N)(=O)=O

---

DFT (ωB97M-V/def2-TZVPD) results for the molecule CH2OS2.

The geometry in XYZ format:
```
6
Properties=species:S:1:pos:R:3
O -0.522 -0.128 -1.936
C -0.208 -0.045 -0.784
S 0.305 -1.534 0.083
S -0.266 1.531 0.044
H 0.536 -0.982 1.288
H 0.155 1.158 1.304
```

Values from the calculation:
HOMO energy (eV): -10.282
Charge: 0
LUMO level (eV): 0.290
2S+1: 1
SMILES: O=C(S)S

---

DFT (ωB97M-V/def2-TZVPD) results for a cluster of 2 separate species, C3H3BrCl2 in total.

The geometry in XYZ format:
```
9
Properties=species:S:1:pos:R:3
C -0.699 0.590 -0.258
C 0.750 0.353 -0.008
C -0.183 -0.792 0.065
Cl 1.992 0.537 -1.159
Cl -0.163 -2.001 -1.208
Br -0.597 -1.532 1.792
H -1.279 1.105 0.494
H -1.025 0.787 -1.271
H 1.205 0.952 1.552
```

Values from the calculation:
HOMO energy (eV): -10.050
Charge: 0
LUMO level (eV): -0.308
2S+1: 1

---

DFT (ωB97M-V/def2-TZVPD) results for the molecule C11H17NO.

The geometry in XYZ format:
```
30
Properties=species:S:1:pos:R:3
C 3.289 -1.117 0.465
N 2.396 0.076 0.251
O 3.065 1.165 0.155
C 1.024 0.059 0.013
C 0.310 1.403 -0.036
C -0.455 1.497 -1.354
C -1.256 0.212 -1.529
C -2.317 0.241 -0.464
C -1.679 0.176 0.987
C -0.769 -1.065 1.215
C 0.193 -1.111 0.001
C -0.532 -1.143 -1.312
C -0.655 1.300 1.225
H 2.606 -1.866 1.104
H 3.827 -1.652 -0.360
H 4.079 -0.775 1.191
H 1.057 2.178 0.098
H -1.194 2.405 -1.216
H 0.281 1.887 -2.201
H -1.760 0.365 -2.485
H -3.000 -0.701 -0.435
H -2.922 1.191 -0.459
H -2.433 0.306 1.719
H -1.245 -1.959 1.321
H -0.337 -0.975 2.154
H 0.795 -1.946 0.029
H 0.247 -1.397 -2.178
H -1.193 -2.085 -1.366
H -0.195 1.109 2.116
H -1.228 2.222 1.352
```

Values from the calculation:
HOMO energy (spin up / spin down) (eV): -7.629 / -7.628
Charge: 0
LUMO level (spin up / spin down) (eV): 0.713 / 0.713
2S+1: 1
SMILES: C[N+]([O-])=C1[C@H]2C[C@@H]3C[C@@H](C[C@H]1C3)C2

---

Listing energy for the structures above in their given order: -1230.73953 -910.91085 -3610.37845 -559.20595 Ha.
Listing relative energy (zero: lowest compared OMol25 entry of this formula, charge and spin) for the structures above in their given order: 141.5 12.4 245.5 335.5 kJ/mol.